A molecular structure, C15H9Cl6O2 at a distorted geometry, computed with wB97M-V/def2-TZVPD.

Summary:
LUMO energy ... 0.89 eV
Gap between HOMO and LUMO ... 4.46 eV
Total charge ... -1
M ... 434.0 g mol⁻¹

Atoms and positions in Å:
Cl 0.086 0.883 -0.604
C -1.042 1.344 -2.475
Cl -1.043 3.101 -2.563
C -0.173 0.806 -3.588
O 0.935 1.273 -3.801
C -0.742 -0.275 -4.423
Cl 0.265 -0.873 -5.658
C -2.031 -0.744 -4.236
Cl -2.644 -1.978 -5.254
C -2.858 -0.211 -3.192
Cl -4.454 -0.777 -3.025
C -2.369 0.775 -2.331
Cl -3.361 1.389 -1.093
C -0.017 3.087 2.375
C -0.168 1.586 2.254
C 1.063 0.886 1.891
C 1.296 -0.495 2.081
C 0.244 -1.456 2.099
C 0.529 -2.817 2.160
C 1.849 -3.265 2.243
C 2.906 -2.338 2.294
C 2.634 -0.974 2.225
O -1.259 1.040 2.443
H 0.800 3.466 1.758
H -0.956 3.561 2.079
H 0.183 3.362 3.419
H 1.952 1.524 1.855
H -0.777 -1.090 2.038
H -0.296 -3.532 2.130
H 2.068 -4.337 2.265
H 3.935 -2.681 2.367
H 3.446 -0.241 2.268